The following is a DFT calculation (wB97M-V/def2-TZVPD) of C34H63ClIO16PSSi2 as an isolated structure in a non-equilibrium geometry.

Its gap between HOMO and LUMO is 6.959 eV. The value obtained for the total energy is -4613.32877 Ha. Its total charge is 0. The calculation puts the HOMO energy at -7.481 eV.

CARTESIAN COORDINATES (ANGSTROEM)
1 C -3.939 1.193 -3.397
2 C -3.509 0.938 -1.809
3 S -3.766 -0.823 -1.225
4 C -2.148 -1.700 -0.869
5 Si -1.754 -1.871 1.040
6 O -0.994 -0.445 1.732
7 Si -1.437 -0.232 3.438
8 I -1.962 -2.410 4.580
9 O -0.237 0.626 4.393
10 C 1.024 0.829 3.661
11 O 2.096 0.091 4.062
12 C 1.291 1.894 2.443
13 C 0.086 2.808 1.742
14 C 0.308 3.853 0.497
15 C 1.804 4.105 -0.127
16 C 3.047 3.255 0.566
17 C 2.814 2.156 1.805
18 P -3.287 1.027 3.530
19 O -4.686 0.043 3.872
20 Cl -3.680 1.905 1.618
21 H -5.083 1.515 -3.362
22 H -3.738 0.265 -4.087
23 H -3.352 2.167 -3.734
24 H -2.382 1.232 -1.666
25 H -4.247 1.626 -1.175
26 H -1.231 -1.269 -1.482
27 H -2.285 -2.821 -1.251
28 H -0.750 -2.963 1.125
29 H -2.995 -2.283 1.690
30 H -0.997 2.683 2.183
31 H -0.640 4.407 0.082
32 H 1.913 4.866 -1.009
33 H 4.135 3.446 0.152
34 H 3.758 1.583 2.234
35 H -5.473 0.608 3.544
36 O -1.180 -4.902 -1.578
37 C -1.410 -5.861 -0.845
38 O -0.709 -6.029 0.301
39 C -1.022 -7.003 1.313
40 C -0.402 -8.346 0.980
41 C -2.399 -6.913 -1.250
42 H -2.101 -7.065 1.480
43 H -0.587 -6.630 2.246
44 H -0.797 -8.751 0.044
45 H -0.595 -9.068 1.778
46 H 0.680 -8.246 0.848
47 H -1.915 -7.621 -1.925
48 H -3.229 -6.424 -1.772
49 H -2.842 -7.448 -0.413
50 O 1.781 -8.963 2.307
51 C 2.922 -9.387 2.141
52 O 3.887 -8.576 1.648
53 C 5.285 -8.914 1.591
54 C 5.599 -9.706 0.337
55 C 3.244 -10.831 2.389
56 H 5.605 -9.424 2.505
57 H 5.831 -7.965 1.560
58 H 5.061 -10.659 0.317
59 H 6.671 -9.913 0.270
60 H 5.289 -9.151 -0.554
61 H 2.963 -11.417 1.513
62 H 2.665 -11.170 3.255
63 H 4.288 -11.013 2.634
64 O 7.879 -8.412 2.650
65 C 7.638 -7.627 3.564
66 O 7.823 -6.297 3.389
67 C 7.399 -5.286 4.321
68 C 8.440 -5.078 5.403
69 C 7.230 -8.130 4.917
70 H 6.408 -5.513 4.725
71 H 7.292 -4.361 3.744
72 H 8.592 -5.984 5.996
73 H 8.140 -4.270 6.076
74 H 9.409 -4.826 4.958
75 H 8.122 -8.417 5.478
76 H 6.590 -9.009 4.780
77 H 6.646 -7.417 5.495
78 O -5.392 3.455 -4.161
79 C -5.128 4.303 -5.011
80 O -4.587 3.937 -6.196
81 C -4.415 4.819 -7.320
82 C -3.119 5.597 -7.204
83 C -5.309 5.762 -4.715
84 H -5.287 5.468 -7.450
85 H -4.371 4.181 -8.210
86 H -3.112 6.238 -6.318
87 H -2.965 6.224 -8.086
88 H -2.270 4.912 -7.104
89 H -4.440 6.129 -4.166
90 H -6.205 5.881 -4.096
91 H -5.469 6.375 -5.600
92 O -4.856 8.924 -2.430
93 C -5.205 8.319 -1.419
94 O -4.362 7.443 -0.823
95 C -4.597 6.828 0.457
96 C -5.454 5.586 0.311
97 C -6.598 8.465 -0.883
98 H -5.013 7.548 1.170
99 H -3.615 6.541 0.847
100 H -6.443 5.824 -0.091
101 H -5.584 5.091 1.278
102 H -4.990 4.882 -0.387
103 H -7.267 7.804 -1.436
104 H -6.916 9.504 -1.024
105 H -6.683 8.265 0.183
106 O 1.310 6.893 0.275
107 C 1.574 7.741 -0.574
108 O 2.115 7.376 -1.760
109 C 2.287 8.258 -2.884
110 C 3.583 9.035 -2.768
111 C 1.393 9.201 -0.279
112 H 1.415 8.906 -3.013
113 H 2.331 7.620 -3.773
114 H 3.590 9.676 -1.882
115 H 3.737 9.662 -3.650
116 H 4.431 8.350 -2.668
117 H 2.262 9.567 0.271
118 H 0.497 9.319 0.340
119 H 1.233 9.813 -1.163

The following is a DFT calculation (wB97M-V/def2-TZVPD) of a 12-piece molecular cluster, C34H63F9IN23O15S2 overall in a non-equilibrium geometry.

Its gap between HOMO and LUMO is 8.131 eV. The value obtained for the total energy is -5714.56982 Ha. Its total charge is 0. The calculation puts the HOMO energy at -7.923 eV. As for the SMILES: NCCc1cc2c(c(C[C@@H]3CO3)c1I)C(=O)c1c(cc(O)c(S)c1CCC(F)(F)C(F)(F)S(F)(F)(F)(F)F)C2=O.NC(N)=O.NC(N)=O.NC(N)=O.NC(N)=O.NC(N)=O.NC(N)=O.NC(N)=O.NC(N)=O.NC(N)=O.NC(N)=O.NC(N)=O.

CARTESIAN COORDINATES (ANGSTROEM)
1 N 0.571 2.769 -0.783
2 C 2.008 3.088 -0.803
3 C 2.810 2.309 0.291
4 C 1.954 1.539 1.271
5 C 1.636 0.217 0.964
6 C 0.905 -0.532 1.829
7 C 0.435 -0.046 3.051
8 C 0.707 1.278 3.361
9 C 0.226 1.946 4.629
10 C 1.415 2.104 5.666
11 C 2.674 1.258 5.328
12 O 1.659 0.990 6.459
13 C 1.464 2.035 2.457
14 I 1.945 4.062 2.912
15 C -0.334 -0.982 3.968
16 O -0.233 -0.837 5.172
17 C -1.137 -2.084 3.314
18 C -0.647 -2.545 2.105
19 C -1.248 -3.571 1.417
20 C -2.371 -4.122 1.998
21 O -2.984 -5.192 1.345
22 C -2.891 -3.659 3.196
23 S -4.355 -4.522 3.788
24 C -2.290 -2.609 3.895
25 C -2.813 -2.087 5.216
26 C -4.316 -1.739 5.282
27 C -4.808 -0.827 4.112
28 F -3.777 -0.002 3.822
29 F -5.132 -1.631 3.080
30 C -6.017 -0.018 4.656
31 F -6.826 -0.785 5.401
32 F -5.575 0.935 5.485
33 S -7.102 0.823 3.353
34 F -8.345 0.884 4.374
35 F -6.700 2.286 3.870
36 F -5.918 0.862 2.303
37 F -7.647 -0.572 2.832
38 F -8.025 1.540 2.267
39 C 0.584 -1.954 1.451
40 O 1.250 -2.569 0.640
41 H 0.109 3.465 -0.209
42 H 0.230 2.846 -1.735
43 H 2.206 4.159 -0.631
44 H 2.447 2.842 -1.777
45 H 3.486 1.576 -0.170
46 H 3.471 2.985 0.848
47 H 1.995 -0.184 0.020
48 H -0.127 2.971 4.462
49 H -0.559 1.406 5.160
50 H 1.590 3.096 6.089
51 H 2.536 0.253 4.937
52 H 3.508 1.318 6.020
53 H -0.842 -3.937 0.475
54 H -2.266 -5.804 1.137
55 H -4.449 -5.631 3.023
56 H -2.262 -1.232 5.601
57 H -2.655 -2.893 5.944
58 H -4.978 -2.593 5.436
59 H -4.443 -1.116 6.181
60 N 6.395 4.318 3.866
61 C 6.081 3.703 2.683
62 N 6.206 4.497 1.577
63 O 5.718 2.542 2.623
64 H 6.697 5.272 3.933
65 H 6.316 3.769 4.702
66 H 5.984 4.081 0.692
67 H 6.504 5.462 1.601
68 N 4.274 7.234 1.835
69 C 5.206 7.757 0.989
70 N 4.710 8.431 -0.078
71 O 6.411 7.616 1.190
72 H 3.285 7.324 1.698
73 H 4.611 6.725 2.631
74 H 5.370 8.825 -0.720
75 H 3.732 8.554 -0.258
76 N -3.249 -3.647 -1.357
77 C -2.296 -3.149 -2.204
78 N -2.765 -2.457 -3.276
79 O -1.101 -3.322 -2.000
80 H -4.234 -3.528 -1.490
81 H -2.919 -4.160 -0.559
82 H -2.086 -2.077 -3.921
83 H -3.739 -2.308 -3.455
84 N -1.811 -0.777 -7.784
85 C -1.177 -1.034 -6.617
86 N 0.153 -1.335 -6.734
87 O -1.737 -1.005 -5.525
88 H -1.363 -0.799 -8.693
89 H -2.786 -0.552 -7.733
90 H 0.656 -1.532 -5.888
91 H 0.639 -1.367 -7.610
92 N -3.611 -6.282 8.346
93 C -3.163 -5.845 7.147
94 N -2.595 -6.797 6.342
95 O -3.258 -4.675 6.792
96 H -3.544 -7.234 8.651
97 H -4.040 -5.598 8.960
98 H -2.258 -6.497 5.446
99 H -2.502 -7.760 6.601
100 N 3.995 8.837 -4.235
101 C 3.565 9.689 -3.260
102 N 3.461 10.996 -3.634
103 O 3.293 9.307 -2.133
104 H 4.224 9.128 -5.166
105 H 4.082 7.868 -3.991
106 H 3.147 11.648 -2.939
107 H 3.679 11.331 -4.553
108 N -2.785 -3.236 -10.934
109 C -2.415 -1.938 -11.114
110 N -2.365 -1.529 -12.408
111 O -2.145 -1.194 -10.175
112 H -3.009 -3.859 -11.686
113 H -2.833 -3.573 -9.989
114 H -2.095 -0.574 -12.580
115 H -2.581 -2.120 -13.188
116 N 2.469 0.725 -13.534
117 C 1.180 0.559 -13.139
118 N 1.030 -0.130 -11.972
119 O 0.223 0.989 -13.773
120 H 3.253 0.368 -13.007
121 H 2.629 1.225 -14.388
122 H 0.091 -0.272 -11.646
123 H 1.797 -0.493 -11.436
124 N 4.159 -2.305 7.608
125 C 4.593 -1.878 6.385
126 N 5.210 -2.831 5.622
127 O 4.440 -0.733 6.003
128 H 4.272 -3.243 7.944
129 H 3.698 -1.630 8.191
130 H 5.539 -2.548 4.717
131 H 5.344 -3.779 5.916
132 N 6.165 0.583 -11.244
133 C 5.478 -0.588 -11.353
134 N 6.172 -1.705 -11.003
135 O 4.317 -0.635 -11.739
136 H 7.115 0.643 -10.931
137 H 5.679 1.425 -11.494
138 H 5.692 -2.584 -11.073
139 H 7.121 -1.693 -10.685
140 N -7.883 -6.173 10.088
141 C -6.915 -5.581 9.331
142 N -7.366 -4.831 8.287
143 O -5.724 -5.712 9.568
144 H -8.864 -6.078 9.910
145 H -7.581 -6.731 10.865
146 H -6.674 -4.385 7.711
147 H -8.336 -4.706 8.069

The following is a DFT calculation (wB97M-V/def2-TZVPD) of C34H64F24N8O18S8 as an isolated structure in a non-equilibrium geometry.

Its gap between HOMO and LUMO is 6.132 eV. The value obtained for the total energy is -8707.85714 Ha. The relative energy (zero: lowest compared OMol25 entry of this formula, charge and spin) is 767.1 kJ/mol. Its total charge is 0. The calculation puts the HOMO energy at -7.487 eV.

CARTESIAN COORDINATES (ANGSTROEM)
1 C 7.938 20.238 20.843
2 N 8.563 20.156 19.460
3 C 10.146 19.856 19.572
4 C 8.024 18.970 18.650
5 C 8.208 21.401 18.684
6 C 8.881 22.652 19.299
7 O 8.508 23.047 20.569
8 H 6.872 20.462 20.803
9 H 8.479 20.886 21.532
10 H 8.023 19.277 21.350
11 H 10.610 20.579 20.243
12 H 10.465 19.842 18.530
13 H 10.075 18.827 19.924
14 H 6.953 19.145 18.745
15 H 8.328 18.044 19.139
16 H 8.437 19.045 17.644
17 H 7.136 21.419 18.490
18 H 8.822 21.112 17.831
19 H 8.677 23.523 18.677
20 H 9.963 22.551 19.211
21 H 7.614 23.385 20.481
22 C 9.925 10.524 17.157
23 N 10.251 9.156 17.871
24 C 9.057 8.212 17.814
25 C 11.355 8.335 17.150
26 C 10.717 9.457 19.372
27 C 9.673 10.065 20.376
28 O 9.357 11.414 20.002
29 H 8.976 10.916 17.523
30 H 9.787 10.379 16.085
31 H 10.710 11.273 17.264
32 H 8.286 8.810 18.300
33 H 9.244 7.237 18.265
34 H 8.649 8.070 16.814
35 H 11.561 7.502 17.823
36 H 12.213 9.003 17.217
37 H 10.973 8.094 16.158
38 H 11.663 9.997 19.321
39 H 10.891 8.458 19.771
40 H 10.052 10.113 21.396
41 H 8.720 9.536 20.414
42 H 8.777 11.766 20.680
43 C -2.710 22.031 17.670
44 C -2.415 20.989 16.619
45 C -1.629 19.776 17.200
46 N -1.064 18.830 16.082
47 C 0.056 19.551 15.172
48 C -2.193 18.324 15.118
49 C -1.707 16.998 14.574
50 C -0.920 16.379 15.721
51 C -0.474 17.531 16.587
52 H -1.961 22.056 18.462
53 H -3.699 21.912 18.111
54 H -2.781 23.034 17.249
55 H -1.921 21.449 15.764
56 H -3.386 20.702 16.217
57 H -2.193 19.208 17.940
58 H -0.713 20.000 17.745
59 H 0.923 19.801 15.784
60 H -0.360 20.445 14.708
61 H 0.346 18.872 14.369
62 H -2.343 19.146 14.418
63 H -3.068 18.223 15.761
64 H -1.195 17.242 13.643
65 H -2.511 16.340 14.244
66 H -0.097 15.708 15.475
67 H -1.566 15.723 16.304
68 H 0.536 17.815 16.881
69 H -1.097 17.475 17.479
70 C 11.664 23.145 27.924
71 C 11.136 24.330 27.106
72 C 11.493 25.638 27.805
73 N 11.030 26.989 27.167
74 C 9.569 27.022 27.017
75 C 11.669 27.243 25.758
76 C 13.022 27.822 26.068
77 C 12.904 28.381 27.463
78 C 11.477 28.224 27.921
79 H 12.713 23.350 28.137
80 H 11.474 22.320 27.238
81 H 11.224 22.946 28.901
82 H 10.076 24.182 26.897
83 H 11.570 24.321 26.107
84 H 12.577 25.571 27.710
85 H 11.128 25.759 28.825
86 H 9.372 26.219 26.307
87 H 9.069 27.921 26.655
88 H 9.164 26.815 28.008
89 H 11.119 27.971 25.161
90 H 11.756 26.304 25.211
91 H 13.445 28.437 25.274
92 H 13.754 27.026 26.202
93 H 13.201 29.424 27.352
94 H 13.565 27.838 28.140
95 H 10.953 29.067 27.471
96 H 11.316 28.161 28.997
97 C 5.714 15.289 12.615
98 F 5.449 15.794 13.883
99 F 6.168 14.069 12.731
100 F 4.547 15.220 11.939
101 S 6.982 16.529 11.737
102 O 8.186 16.437 12.534
103 O 7.030 15.912 10.365
104 N 6.141 18.043 11.779
105 S 7.152 19.128 11.481
106 O 8.245 19.302 12.450
107 O 7.494 19.129 10.040
108 C 6.025 20.729 11.755
109 F 5.425 20.752 12.861
110 F 6.842 21.787 11.820
111 F 5.185 20.893 10.780
112 C 3.496 25.903 23.907
113 F 3.690 27.072 24.316
114 F 4.594 25.153 23.970
115 F 2.472 25.287 24.534
116 S 2.955 26.063 22.090
117 O 2.983 24.732 21.535
118 O 1.641 26.821 22.052
119 N 4.340 26.859 21.442
120 S 3.911 28.421 21.349
121 O 3.034 28.611 20.208
122 O 3.607 29.093 22.635
123 C 5.708 29.090 20.753
124 F 5.516 30.399 20.547
125 F 6.710 28.904 21.656
126 F 6.035 28.609 19.525
127 C 16.197 23.848 14.262
128 F 15.797 24.580 15.274
129 F 15.148 23.306 13.641
130 F 16.828 24.614 13.414
131 S 17.353 22.424 14.735
132 O 18.268 23.030 15.659
133 O 16.502 21.391 15.312
134 N 17.897 21.934 13.260
135 S 19.438 21.855 13.354
136 O 20.225 22.927 13.917
137 O 20.014 20.609 13.720
138 C 19.858 22.046 11.461
139 F 19.580 20.932 10.823
140 F 19.197 23.131 10.824
141 F 21.178 22.319 11.372
142 C 3.040 12.882 23.003
143 F 1.735 13.079 23.213
144 F 3.384 11.885 23.779
145 F 3.222 12.547 21.682
146 S 4.054 14.500 23.437
147 O 4.269 15.145 22.148
148 O 3.156 15.265 24.355
149 N 5.563 13.959 24.123
150 S 5.577 14.378 25.607
151 O 5.919 15.824 25.647
152 O 4.402 13.861 26.389
153 C 7.078 13.469 26.334
154 F 7.189 12.160 25.958
155 F 8.198 14.105 26.053
156 F 6.904 13.505 27.662